i:
Below is a structure of composition C5H15N2, with properties calculated with ωB97M-V with the def2-TZVPD basis set.

HOMO level (spin up / spin down) = -4.007 / -8.485 eV
LUMO energy (spin up / spin down) = 0.54 / 0.54 eV

The geometry in ORCA input format:
```
! RIJCOSX wB97M-V def2-TZVPD def2/J DEFGRID3
* xyz 0 2
H -1.88542 0.95397 1.35139
C -0.48779 -1.40054 -1.59823
H -0.28071 -2.52850 0.08994
C -0.87472 1.28868 1.62207
H 1.87636 0.38268 -0.75660
H 2.12717 0.82038 1.76231
H 2.79306 1.85441 -0.37931
N 0.10717 -1.65896 -0.27086
H 0.14109 -0.59784 0.52968
H 1.04347 2.05614 -0.94758
H 1.09689 -1.91801 -0.46935
H 1.26916 2.34020 1.59964
H -2.20924 -0.22052 -0.96649
H -2.52356 -1.20927 -2.43525
C 1.77943 1.41310 -0.31038
H -2.46926 -2.03794 -0.84074
H -0.33746 -2.31899 -2.19985
C -2.02483 -1.20490 -1.45103
N 0.13140 0.54329 1.29622
H -0.00765 -0.52155 -2.06687
H -0.67389 2.23888 2.15436
C 1.33624 1.32293 1.13710
*
```

***

ii:
Below is the molecule C5H15N2, with properties calculated with ωB97M-V with the def2-TZVPD basis set.

HOMO level (spin up / spin down) = -3.451 / -9.639 eV
LUMO energy (spin up / spin down) = 0.84 / 0.75 eV

The geometry in ORCA input format:
```
! RIJCOSX wB97M-V def2-TZVPD def2/J DEFGRID3
* xyz 0 2
H 0.78703 -0.32080 -1.88697
H 2.30584 0.16409 -1.31331
C 1.27587 0.53326 -1.41743
H 0.62808 -1.99976 -0.34555
N 0.42075 -0.16066 0.84970
N -2.40765 -0.78477 0.67976
H -2.05308 0.08549 1.11906
H -1.77152 -2.21386 -0.84989
H -1.60240 -0.56273 -1.20453
H 1.15893 2.42174 1.50669
C -1.40882 -1.28906 -0.41049
H 1.29068 1.25300 -2.24388
H -3.40969 -0.53805 0.34539
H 2.44882 1.52789 0.99036
C 0.63222 0.97636 -0.10308
H -2.40390 -1.51995 1.41440
C -0.06294 -1.38899 0.25632
H -0.24206 -2.05306 1.11446
H 1.90134 2.83406 0.01128
H -0.37238 1.32153 -0.33850
C 1.53758 1.97600 0.57615
H 1.34730 -0.26175 1.25008
*
```

***

Short version: ii is the least stable of them.

***

i:
Below is a cluster of 2 separate species, C2H6NO2Si in total, with properties calculated with ωB97M-V with the def2-TZVPD basis set.

HOMO level = -4.300 eV
LUMO energy = 3.88 eV

The geometry in ORCA input format:
```
! RIJCOSX wB97M-V def2-TZVPD def2/J DEFGRID3
* xyz -1 1
H 0.62257 1.20245 0.93342
H -0.88171 0.69990 -1.47600
Si 1.28216 0.00292 0.28037
C -2.42970 -0.24748 0.01977
H 1.97834 -0.75233 1.37776
O -2.30143 -0.95444 1.01712
H 2.22561 0.36850 -0.67512
N 0.19619 -1.22772 -0.18206
H -0.42347 -1.55860 0.51572
C -1.32674 -0.17222 -1.00804
O -3.40734 0.50831 -0.19072
H -1.57432 -0.83511 -1.79771
*
```

***

ii:
Below is a structure of composition C2H6NO2Si, with properties calculated with ωB97M-V with the def2-TZVPD basis set.

HOMO level (spin up / spin down) = -4.858 / -4.443 eV
LUMO energy (spin up / spin down) = 3.56 / 3.37 eV

The geometry in ORCA input format:
```
! RIJCOSX wB97M-V def2-TZVPD def2/J DEFGRID3
* xyz -1 1
Si -0.86988 -1.33816 -0.38513
H -0.58730 -2.28196 0.77121
H 1.86493 0.56126 -1.19085
H 0.39454 -1.94563 -1.18038
O -2.08022 -0.09008 0.90823
O -0.92944 1.82331 1.36875
C 1.88944 1.18056 -0.25431
H -2.11023 -1.77974 -1.02845
H 1.55451 2.16432 -0.18327
N -0.36740 0.23369 -0.10985
C -1.13049 0.79006 0.78476
H 2.37154 0.68237 0.49928
*
```

***

Short version: ii is the least stable of them.

***

i:
Below is the molecule C5H5NO2, with properties calculated with ωB97M-V with the def2-TZVPD basis set.

SMILES string = C=C1OC(=O)[C@H]2N[C@@H]12
HOMO level = -9.373 eV
LUMO energy = 0.28 eV

The geometry in ORCA input format:
```
! RIJCOSX wB97M-V def2-TZVPD def2/J DEFGRID3
* xyz 0 1
H 2.08458 -1.84664 0.66728
H -1.91299 1.43421 -0.88742
C 2.03818 -0.92518 0.14738
O -2.59337 -1.28527 0.20925
H -0.51690 0.71731 1.44861
C -1.39206 0.75570 -0.31415
C 0.73753 -0.34095 -0.24060
O -0.37543 -1.23479 -0.33579
N -0.66720 1.37321 0.61872
C 0.11386 0.88776 -0.47569
C -1.56736 -0.67003 -0.18910
H 0.85789 1.57783 -0.95782
H 3.19328 -0.44317 0.30932
*
```

***

ii:
Below is the molecule C5H5NO2, with properties calculated with ωB97M-V with the def2-TZVPD basis set.

SMILES string = C[C@@H]1Oc2nocc21
HOMO level = -9.886 eV
LUMO energy = 0.73 eV

The geometry in ORCA input format:
```
! RIJCOSX wB97M-V def2-TZVPD def2/J DEFGRID3
* xyz 0 1
H -1.90616 2.26376 0.03575
O 0.97456 -1.18894 0.22188
H 3.04078 1.46741 -0.33729
H 2.14543 0.26286 -1.48061
N -1.55349 -1.05714 -0.22331
C 2.62138 0.48887 -0.47022
H 1.59801 0.34794 1.54185
C -0.35254 -0.70800 -0.00896
C -1.38565 1.23086 0.10283
C 1.40038 0.27546 0.45770
O -2.25664 0.18677 -0.17097
C -0.11727 0.60791 0.19810
H 3.25521 -0.29536 -0.28045
*
```

***

Short version: ii is the least stable of them.

***

i:
Below is a cluster of 3 separate species, C5H5NO2 in total, with properties calculated with ωB97M-V with the def2-TZVPD basis set.

HOMO level = -7.391 eV
LUMO energy = 0.51 eV

The geometry in ORCA input format:
```
! RIJCOSX wB97M-V def2-TZVPD def2/J DEFGRID3
* xyz 0 1
C 2.16880 -2.65750 -0.29380
H -0.86848 3.01867 -0.02269
H 1.77568 -2.45759 -1.20037
O -3.57283 1.02715 -0.10155
C -0.37983 2.23344 -0.67405
H 2.15395 0.19584 0.28076
C -4.11346 0.22772 0.51742
H 3.28900 -2.74836 1.61067
N 0.50156 1.36396 -0.28922
C 2.79069 -2.62263 0.71385
C 1.62425 1.01500 -0.09353
O -4.63124 -0.55874 1.18943
H -0.73807 1.96304 -1.63693
*
```

***

ii:
Below is the molecule C5H5NO2, with properties calculated with ωB97M-V with the def2-TZVPD basis set.

SMILES string = Cc1onc2c1OC2
HOMO level = -9.171 eV
LUMO energy = 0.79 eV

The geometry in ORCA input format:
```
! RIJCOSX wB97M-V def2-TZVPD def2/J DEFGRID3
* xyz 0 1
C 0.42038 -0.30795 -0.02593
H -2.22486 -1.04044 1.07719
O 1.57619 -1.09590 0.02944
H -3.14199 -0.00056 -0.17904
C -0.89102 -0.08574 -0.10861
C 2.45265 0.11024 -0.04405
C 0.99903 0.87985 0.03915
N 0.24311 1.92329 0.00367
O -1.00111 1.30454 -0.02102
C -2.26230 -0.65995 0.01266
H 3.04563 0.15811 -0.95724
H 3.08511 0.35589 0.85168
H -2.30083 -1.54137 -0.67790
*
```

***

Short version: i is the least stable of them.

***

i:
Below is the molecule C5H5NO2, with properties calculated with ωB97M-V with the def2-TZVPD basis set.

SMILES string = Oc1ccc(O)nc1
HOMO level = -8.273 eV
LUMO energy = 0.76 eV

The geometry in ORCA input format:
```
! RIJCOSX wB97M-V def2-TZVPD def2/J DEFGRID3
* xyz 0 1
C -0.68893 1.11678 0.00758
O 2.64458 -0.28426 -0.05520
H -3.07318 -0.89386 0.17399
H 0.94573 -2.41079 0.08040
C 0.64072 1.06937 0.06583
H -1.24054 2.01849 0.02342
C 1.29831 -0.22879 -0.00461
O -2.77197 -0.04322 -0.06009
H 2.95146 0.60040 -0.08306
H 1.10540 2.01403 -0.10138
C 0.49750 -1.38491 0.01559
N -0.89306 -1.40842 -0.01178
C -1.41603 -0.16481 -0.05068
*
```

***

ii:
Below is the molecule C5H5NO2, with properties calculated with ωB97M-V with the def2-TZVPD basis set.

SMILES string = O=C1C=CN/C1=C/O
HOMO level = -8.531 eV
LUMO energy = -0.17 eV

The geometry in ORCA input format:
```
! RIJCOSX wB97M-V def2-TZVPD def2/J DEFGRID3
* xyz 0 1
O 1.13323 1.74117 -0.08971
O 2.71500 -0.01958 -0.04211
C 0.30451 -0.54969 -0.05449
C -1.85386 -0.06063 -0.02896
C 0.14466 0.97245 0.09206
C 1.66806 -0.98513 0.07784
H 2.02351 -1.99033 0.03325
N -0.96257 -1.07091 -0.15650
H -1.39330 -1.98460 0.44601
H 2.31375 0.96399 -0.07097
H -2.94538 -0.29719 -0.25524
C -1.25610 1.15991 0.10625
H -1.89153 2.12053 -0.05740
*
```

***

iii:
Below is the molecule C5H5NO2, with properties calculated with ωB97M-V with the def2-TZVPD basis set.

SMILES string = O=C1CC=C/C1=N\O
HOMO level = -9.465 eV
LUMO energy = -0.69 eV

The geometry in ORCA input format:
```
! RIJCOSX wB97M-V def2-TZVPD def2/J DEFGRID3
* xyz 0 1
H -1.21694 -1.70449 2.99274
H -0.70771 1.42546 -1.92461
C -0.77259 0.79440 0.06791
H 1.82953 -1.60609 -0.40581
H 1.73788 -0.04845 -1.92488
N -0.63530 -0.71059 1.69326
O -1.78999 1.45216 0.35295
C -0.03400 1.31039 -1.05318
C 0.97026 0.24618 -1.25455
H 0.56970 2.30205 -0.86767
O -0.56658 -2.22463 2.11483
C -0.25269 -0.47098 0.55029
C 0.86844 -0.76540 -0.34128
*
```

***

Short version: iii is the least stable of them.

***

i:
Below is a cluster of 2 separate species, C5H17N2 in total, with properties calculated with ωB97M-V with the def2-TZVPD basis set.

HOMO level = -14.407 eV
LUMO energy = -2.88 eV

The geometry in ORCA input format:
```
! RIJCOSX wB97M-V def2-TZVPD def2/J DEFGRID3
* xyz 1 1
H -1.40401 -1.59548 3.48581
H 1.32329 1.76281 -0.30576
N -0.31239 0.46385 -0.15734
H -2.21923 -0.16788 2.99732
H 1.70050 0.01499 -0.39470
H 0.26839 1.62364 -2.58481
H -1.03979 1.13576 -0.34960
H 0.54518 -0.88042 2.26827
H 2.85296 -0.03667 -2.91886
C -1.46693 -0.89426 2.66983
H -2.43889 -0.86289 0.71353
H -2.95118 -2.12368 1.85243
H 2.89563 1.75447 -2.57606
H -0.28551 0.23753 0.94850
H -1.42049 -2.31635 0.97412
H 2.22873 1.14183 -4.16415
H 0.08237 0.46120 3.10267
H -0.62752 -0.40409 -0.60827
N -0.23251 -0.19771 2.39359
C -2.07246 -1.58029 1.43215
C 2.28551 0.94419 -3.06705
C 0.89040 0.81187 -2.30883
C 1.01800 0.80070 -0.73507
H 0.37997 -0.09312 -2.66773
*
```

***

ii:
Below is a cluster of 2 separate species, C5H17N2 in total, with properties calculated with ωB97M-V with the def2-TZVPD basis set.

HOMO level = -13.659 eV
LUMO energy = -2.68 eV

The geometry in ORCA input format:
```
! RIJCOSX wB97M-V def2-TZVPD def2/J DEFGRID3
* xyz 1 1
H 1.13032 1.11207 2.41861
H 1.89932 0.07053 0.49168
H -1.93224 -1.01580 -0.10603
H 0.03522 0.23242 -0.01252
H -0.25263 -1.23515 -1.94707
C -0.28563 -0.15602 -2.06583
H 0.70205 0.18571 -2.37356
H 0.35802 -2.37740 0.75005
C 1.32180 -1.87536 0.82251
H 0.22748 2.29667 -1.50154
C 1.15968 0.02200 2.37747
H 1.89642 -2.30232 1.64571
N -0.65549 0.51497 -0.80724
H 1.87736 -2.09130 -0.09031
N 1.15919 -0.42638 0.97629
C -0.68881 1.99497 -0.99531
H -0.76995 2.50649 -0.04254
C -1.99285 0.04874 -0.32734
H 2.05345 -0.31783 2.89930
H -2.74648 0.22676 -1.08902
H 0.24964 -0.31183 2.87140
H -1.01142 0.10310 -2.83535
H -1.51955 2.22479 -1.65989
H -2.21487 0.57018 0.60053
*
```

***

Short version: ii is the least stable of them.

***

i:
Below is the molecule C4H12N4O, with properties calculated with ωB97M-V with the def2-TZVPD basis set.

HOMO level = -6.802 eV
LUMO energy = 0.73 eV

The geometry in ORCA input format:
```
! RIJCOSX wB97M-V def2-TZVPD def2/J DEFGRID3
* xyz 0 1
H 1.70298 2.00226 -1.24227
H -2.81826 -0.43528 -0.63552
N 1.90474 0.37941 0.89390
H -0.09601 -0.75869 2.42652
H -1.45990 0.54121 2.62892
O 1.49245 -1.63646 -0.65021
H 0.79658 2.67562 0.13551
C 0.75952 0.53464 0.04783
H -0.85790 -1.73091 0.34290
H 1.78744 1.00847 1.68264
H 1.94504 -0.56866 1.25136
C -0.79996 -0.04130 1.98658
C 0.80343 1.89247 -0.63110
H -0.07618 2.04447 -1.25776
N 0.61279 -0.56174 -0.95002
N -0.82510 -0.98064 -0.35165
C -1.99227 -0.85155 -1.21407
N -0.62119 0.37815 0.72120
H 1.79070 -1.88768 -1.53684
H -1.77756 -0.17174 -2.03917
H -2.27134 -1.83204 -1.60878
*
```

***

ii:
Below is a cluster of 2 separate species, C4H12N4O in total, with properties calculated with ωB97M-V with the def2-TZVPD basis set.

SMILES string = C/C(O)=C\N.N/C=N\N
HOMO level = -7.806 eV
LUMO energy = 0.75 eV

The geometry in ORCA input format:
```
! RIJCOSX wB97M-V def2-TZVPD def2/J DEFGRID3
* xyz 0 1
H -0.57614 -0.68387 -1.74932
C 1.15757 -0.08091 -0.65602
H 1.04854 1.30854 -1.97888
H -0.64905 1.02392 1.88882
H -2.44368 -0.83528 0.46905
N -1.54938 2.23187 -0.20828
H -0.63343 2.27421 0.23694
C 1.54685 -0.39496 0.57886
H -1.51196 2.62900 -1.13951
N -1.25945 0.22326 1.81271
N -2.09566 0.96183 -0.30509
H 2.06992 -1.87305 1.84992
N 1.29655 -1.59906 1.25771
H 0.49848 -2.01448 -1.31944
C 0.46979 -0.97692 -1.63973
C -1.93523 0.10785 0.61697
H 1.04187 -2.35639 0.63674
H -0.83941 -0.62392 2.16275
H 2.03286 0.36134 1.17774
O 1.37530 1.22278 -1.07722
H 0.95568 -0.90575 -2.61470
*
```

***

Short version: i is the least stable of them.

***

i:
Below is the molecule C6H12N2O, with properties calculated with ωB97M-V with the def2-TZVPD basis set.

SMILES string = CC(C)(C)[C@H]1N=NCO1
HOMO level = -9.913 eV
LUMO energy = 0.61 eV

The geometry in ORCA input format:
```
! RIJCOSX wB97M-V def2-TZVPD def2/J DEFGRID3
* xyz 0 1
H -0.84985 1.52100 1.61596
H -0.94145 -1.95301 -1.10082
H -2.01226 -1.73274 0.28379
H 3.24525 -0.20914 1.39112
H 3.29556 0.98670 0.11894
H 0.26579 -1.15763 1.39902
C -1.50801 0.68105 1.03558
H 0.42255 1.64160 -0.97436
C -0.34329 1.04285 -1.35762
N 2.50726 -0.98503 -0.48649
C -1.57186 -1.12511 -0.57418
N 1.30176 -1.18540 -0.55762
C -0.70424 0.14626 -0.14643
H -1.59334 -0.03948 1.79509
H -1.28470 1.58783 -1.63453
H -2.37241 1.11949 0.65188
O 1.52156 0.55553 0.89856
C 0.58331 -0.39799 0.41048
H -2.51088 -0.89012 -1.03173
C 2.80230 0.04452 0.46076
H -0.25304 0.34882 -2.19739
*
```

***

ii:
Below is a structure of composition C6H12N2O, with properties calculated with ωB97M-V with the def2-TZVPD basis set.

HOMO level = -8.726 eV
LUMO energy = -0.22 eV

The geometry in ORCA input format:
```
! RIJCOSX wB97M-V def2-TZVPD def2/J DEFGRID3
* xyz 0 1
H -3.03533 1.51810 0.08342
C 0.87948 -0.27038 -0.55696
H -1.38653 1.82664 0.69842
H -3.09090 -0.23706 -1.43516
O -0.03737 -0.31567 1.58769
H 1.44899 1.30711 1.71533
C -0.33779 -0.70385 0.29689
N -2.18856 -0.64918 -1.19830
H 1.47141 -2.09666 -1.45162
H 0.00790 1.50004 -1.37949
H 1.75276 -0.20080 2.38932
H 2.09399 -1.88524 0.17355
C 1.88767 -1.36367 -0.75898
H -2.44285 0.74833 1.57882
C 0.89678 0.91722 -1.19185
N 1.66561 0.32543 1.52278
H 2.81462 -0.95901 -1.15785
H -0.42264 -1.79730 0.20884
H 1.83397 1.35786 -1.50173
C -1.64271 -0.09821 -0.19862
C -2.16850 1.07628 0.57548
*
```

***

iii:
Below is the molecule C6H12N2O, with properties calculated with ωB97M-V with the def2-TZVPD basis set.

HOMO level (spin up / spin down) = -8.294 / -7.650 eV
LUMO energy (spin up / spin down) = 0.51 / -0.09 eV

The geometry in ORCA input format:
```
! RIJCOSX wB97M-V def2-TZVPD def2/J DEFGRID3
* xyz 0 1
H -1.35259 -1.75446 -1.17280
C -0.35401 -1.38528 1.38085
H -0.41869 2.56151 0.93529
H 0.19151 1.33927 1.95148
H 0.16110 -2.33592 1.21209
H 0.06003 -1.33565 -2.10100
C -0.32376 -1.63976 -1.11255
H 0.36551 1.46639 -2.15384
O 3.14692 -0.65941 0.36325
H 0.12973 -2.57892 -0.93954
C -0.03400 -0.77600 0.06234
H -1.21863 0.93477 -1.81618
N 2.08971 -0.14767 0.04732
H -0.64218 2.53660 -1.15010
H -0.11060 -0.74231 2.16639
C -0.41005 1.53554 1.15111
C -0.31141 1.48860 -1.38452
H -1.39678 -1.48312 1.45864
C 0.22112 0.83683 -0.10332
N 1.61107 0.96323 -0.04485
H -1.40398 1.17578 1.24994
*
```

***

iv:
Below is the molecule C6H12N2O, with properties calculated with ωB97M-V with the def2-TZVPD basis set.

SMILES string = C=CN(C)[C@H](C)C(N)=O
HOMO level = -8.273 eV
LUMO energy = 0.88 eV

The geometry in ORCA input format:
```
! RIJCOSX wB97M-V def2-TZVPD def2/J DEFGRID3
* xyz 0 1
H 0.86554 -2.11948 0.99532
C -1.93701 1.67879 1.29030
C -1.64005 0.38508 1.23673
C -0.13641 -1.70934 1.12680
H -2.83479 2.02524 1.79838
C 1.92363 0.00578 -0.49615
H 0.02877 1.25519 -0.56347
H 3.57564 1.09678 -1.02145
H -0.39126 -1.86404 2.17958
H 0.15043 -0.25005 -2.56605
C -0.43475 -0.51098 -1.67788
H -1.46841 -0.18665 -1.82769
H 2.08995 2.00205 -1.00675
H -2.32707 -0.34101 1.67230
O 2.57618 -1.00119 -0.27141
H -1.30486 2.43813 0.84424
H -0.81976 -2.30871 0.51830
N 2.56279 1.10922 -0.98487
N -0.22328 -0.27848 0.82258
C 0.16130 0.17426 -0.46513
H -0.41659 -1.60058 -1.60371
*
```

***

Short version: iii is the least stable of them.